Record 1
Density functional theory data (ωB97M-V/def2-TZVPD) for a structure of composition C22H40O22S4 in a non-equilibrium geometry.

Results
Molecular weight in g/mol: 784.81

Structure (XYZ):
```
88
Properties=species:S:1:pos:R:3:forces:R:3
C -7.421006 3.108946 2.858936 2.117 -2.546 -7.865
C -7.080039 2.859660 1.556050 -2.170 0.969 7.501
C -6.810470 2.511340 -0.005159 -0.522 0.353 0.981
C -6.763208 0.922073 -0.359296 -0.230 -0.741 -1.042
C -5.264194 0.401463 -0.840289 -0.561 -0.123 0.228
C -4.278778 0.090279 0.456882 0.683 -0.148 -3.175
C -2.919848 -0.730730 -0.011558 -0.362 -0.684 -0.186
C -1.839636 -0.934408 1.193345 -0.094 1.370 0.269
C -0.275580 -0.695073 0.723835 -1.957 0.939 -0.238
O 0.712271 -1.158685 1.707052 -10.578 6.707 6.084
C 0.425722 -0.647698 3.054524 -2.032 1.136 0.373
O -3.994106 1.389817 1.062437 0.434 -0.969 -0.800
C -2.963068 2.132206 0.339881 1.580 1.571 0.178
C -3.122059 3.777102 0.485087 0.018 -0.018 -1.004
O -5.029836 -0.836954 1.306468 1.003 2.634 2.806
C -5.230890 -0.320500 2.651850 -6.323 2.402 1.457
O -6.454368 0.056231 2.983719 7.258 -2.556 -2.146
C -4.106468 -0.208276 3.824165 0.341 -1.307 -0.055
O -4.776337 0.023288 5.108775 0.572 -4.138 -2.757
O -4.703480 1.296454 5.479863 0.097 4.509 -0.519
H -7.695759 2.965631 3.992472 0.747 0.545 -3.014
H -5.793951 2.972673 -0.320337 -1.915 -0.563 0.568
H -7.702779 2.989311 -0.609563 1.955 -0.779 1.279
H -7.234767 0.227766 0.453478 1.120 1.516 -1.322
H -7.440733 0.780391 -1.317202 1.333 0.337 1.894
H -4.838708 1.243883 -1.525925 -0.449 -1.535 1.359
H -5.352673 -0.550602 -1.534092 0.103 1.805 1.620
H -2.448680 -0.267817 -0.980601 -0.865 -0.691 1.955
H -3.308444 -1.793008 -0.333088 0.663 2.088 0.554
H -2.055220 -0.074860 1.972180 0.310 -1.899 -1.334
H -2.011812 -1.960062 1.711354 0.519 1.767 -0.963
H -0.185001 -1.220252 -0.320163 0.226 1.219 2.554
H -0.113515 0.455939 0.559617 -0.407 -1.860 0.333
H -0.401537 -1.319251 3.536148 1.538 1.280 -0.524
H -0.021871 0.435076 2.936451 0.818 -1.768 0.570
H 1.349093 -0.570014 3.754407 -1.311 -0.512 -1.686
H -2.913542 1.927388 -0.800325 -0.315 -0.068 2.095
H -1.913790 1.895071 0.821690 -2.027 0.131 -1.095
H -2.193022 4.254150 1.025268 -2.079 -1.046 -0.760
H -3.102724 4.233658 -0.604710 -0.076 -0.941 2.144
H -4.140373 4.094195 0.941678 1.912 -0.635 -0.473
H -3.301716 0.612686 3.651438 -1.512 -1.463 0.074
H -3.614151 -1.278919 3.907801 -0.821 2.212 -0.192
H -5.023472 1.828342 4.690101 0.023 -0.677 1.230
C -1.183961 -3.615117 -4.637031 0.482 -0.353 0.302
C -1.440751 -3.348904 -3.158624 -0.473 -0.600 -0.075
O -1.159184 -1.962995 -2.975189 0.175 0.559 -0.998
S -1.536706 -1.161099 -4.340473 -0.005 -0.055 0.087
O -2.850648 -0.594382 -4.180616 1.367 -0.284 -0.316
O -0.394218 -0.386636 -4.743630 -1.293 -0.513 0.510
O -1.658066 -2.455075 -5.319773 -0.253 0.744 0.634
H -0.113171 -3.715690 -4.839438 -0.070 -0.032 0.051
H -1.705509 -4.506586 -4.992512 -0.066 0.298 -0.067
H -0.809768 -3.959314 -2.510097 0.029 0.388 -0.027
H -2.492497 -3.516183 -2.904745 0.065 -0.061 -0.048
C 3.350093 -4.628134 -0.668181 0.132 -0.155 -0.493
C 3.976414 -3.325138 -1.153711 0.335 -0.111 0.454
O 2.890094 -2.407760 -1.264840 -1.074 -1.124 -1.053
S 1.778412 -2.762969 -0.125006 1.562 -0.117 2.477
O 1.989659 -1.886451 1.009653 2.033 -13.815 -6.228
O 0.500384 -2.914667 -0.773048 1.086 -0.325 -0.055
O 2.340453 -4.242425 0.263546 -0.097 0.304 -0.284
H 2.866926 -5.163259 -1.491682 0.109 0.007 0.001
H 4.080293 -5.283742 -0.188402 -0.223 0.145 0.120
H 4.483439 -3.439771 -2.113789 -0.262 0.149 0.027
H 4.680552 -2.926926 -0.415879 0.010 -0.076 -0.043
C 3.494410 2.441935 0.125017 -0.459 0.355 0.294
C 4.127450 2.378735 1.510284 0.381 0.530 -0.274
O 4.129970 0.994561 1.856148 -0.288 -0.551 -0.784
S 4.308531 0.109644 0.500986 0.327 0.418 -0.276
O 5.701092 -0.241408 0.372717 -0.977 0.111 0.027
O 3.242595 -0.866316 0.448646 8.086 7.002 -1.526
O 3.982956 1.294529 -0.568756 0.589 -0.175 0.609
H 2.404369 2.364799 0.185592 0.067 0.052 0.024
H 3.764182 3.354916 -0.410631 0.072 -0.262 -0.041
H 3.571579 2.959430 2.248862 0.013 -0.320 -0.010
H 5.166595 2.722302 1.484912 -0.100 0.070 -0.006
C 8.461257 1.683534 -2.176495 -0.174 -0.555 -0.401
C 8.567513 0.578086 -1.132649 -0.690 0.312 0.268
O 9.955978 0.498166 -0.814946 0.606 0.796 -0.524
S 10.615863 1.980273 -0.949411 0.150 -0.034 0.176
O 10.669789 2.569508 0.362774 0.173 -0.425 -1.443
O 11.760586 1.891497 -1.814903 -1.014 0.112 1.098
O 9.397649 2.680860 -1.770451 0.507 -0.339 0.749
H 8.756999 1.321428 -3.166002 -0.066 0.001 0.061
H 7.454869 2.104748 -2.230341 0.245 0.115 0.116
H 8.201171 -0.381048 -1.503296 0.277 0.084 0.089
H 8.026882 0.845136 -0.219233 -0.059 -0.091 -0.156
```
Positions in Å, forces in eV/Å.

These are the Löwdin partial charges, in e, on atoms 1 to 6: 0.036, -0.100, -0.191, -0.170, -0.079, -0.406



Record 2
Density functional theory data (ωB97M-V/def2-TZVPD) for a structure of composition C39H64BrN7O8SSiTi in a non-equilibrium geometry.

Results
Relative energy (zero: lowest compared OMol25 entry of this formula, charge and spin) in eV: 0.457
Molecular weight in g/mol: 946.91
Net charge: +2

Structure (XYZ):
```
122
Properties=species:S:1:pos:R:3:forces:R:3
Ti -0.391440 0.233349 -0.694903 -0.023 -0.939 0.528
C 2.656793 -7.152483 -0.253055 0.046 -0.034 -0.005
C 1.283874 -6.891281 0.378321 -0.013 0.077 -0.029
C 0.305390 -7.942312 -0.141978 -0.021 -0.022 -0.005
C 1.385493 -7.024174 1.902762 0.026 -0.030 0.040
C 0.840562 -5.468539 0.044781 0.130 0.018 0.074
C 1.650471 -4.396354 0.407826 -0.086 0.012 -0.023
C 1.262073 -3.099592 0.139142 0.098 -0.584 0.124
Br 2.489447 -1.756094 0.639871 -0.097 0.173 -0.095
C 0.047066 -2.850946 -0.497756 -0.339 0.878 -0.141
O -0.313175 -1.528750 -0.697369 0.204 0.257 0.064
C -0.778687 -3.890379 -0.928684 0.163 -0.541 0.193
C -0.340560 -5.185228 -0.619898 -0.118 0.185 -0.054
C -2.002202 -3.737501 -1.840847 0.018 -0.006 0.003
C -2.964677 -2.610390 -1.453536 -0.036 0.085 0.025
C -1.444776 -3.509073 -3.253065 0.033 0.089 -0.069
C -2.854656 -5.014249 -1.863809 -0.048 0.011 -0.067
H 2.988350 -8.162636 -0.013209 0.001 -0.035 0.013
H 3.417035 -6.464247 0.115627 0.007 0.024 0.014
H 2.615185 -7.061183 -1.338914 -0.019 0.010 -0.035
H 0.682620 -8.933867 0.105170 0.008 -0.024 0.009
H 0.194310 -7.897336 -1.226173 0.019 0.007 -0.046
H -0.682637 -7.849088 0.310857 -0.025 0.031 0.035
H 1.662258 -8.043692 2.170002 0.018 -0.042 0.003
H 0.434551 -6.794871 2.384078 -0.050 0.002 -0.001
H 2.142885 -6.358766 2.316168 0.026 0.041 0.012
H 2.593568 -4.560053 0.907444 0.036 -0.017 0.013
H -0.951613 -6.014684 -0.927069 -0.036 -0.020 -0.009
H -2.508477 -1.624200 -1.484142 0.031 -0.055 0.018
H -3.366441 -2.756925 -0.451890 0.042 -0.061 0.020
H -3.797438 -2.615359 -2.160229 -0.024 0.022 -0.013
H -0.739815 -2.675172 -3.278135 -0.020 0.043 0.024
H -2.250307 -3.302783 -3.959819 -0.067 -0.019 -0.030
H -0.912590 -4.395808 -3.595762 0.037 -0.030 -0.003
H -3.147074 -5.327528 -0.861960 -0.016 0.022 0.050
H -2.353018 -5.846670 -2.352116 0.042 -0.032 -0.019
H -3.765236 -4.820209 -2.430527 -0.015 -0.002 -0.033
O 4.593882 2.815266 -4.720444 -0.020 0.021 -0.030
C 4.712050 2.926636 -3.324544 -0.023 -0.025 0.003
C 3.572954 2.186437 -2.684137 0.103 0.092 0.042
C 3.411833 2.208012 -1.303605 0.010 -0.123 0.107
C 2.363859 1.528087 -0.726639 0.006 -0.111 -0.009
N 1.466426 0.844818 -1.462293 -0.033 0.297 -0.062
C 1.612335 0.827022 -2.802245 -0.262 0.131 -0.160
C 2.643176 1.487249 -3.441485 0.100 -0.199 0.073
C 0.489828 0.237530 -3.574452 0.064 0.141 -0.005
C 0.609035 -0.139631 -4.900190 -0.084 0.072 0.043
C -0.536194 -0.480645 -5.606678 -0.061 -0.042 -0.135
C -0.477524 -0.889774 -7.051894 0.024 -0.003 0.082
O 0.861300 -0.849523 -7.477457 -0.013 -0.021 -0.032
C -1.758789 -0.431921 -4.947765 -0.021 0.016 0.207
C -1.786792 -0.119502 -3.604093 0.035 0.039 -0.153
N -0.685024 0.207517 -2.921563 0.116 -0.117 0.201
H 5.313839 3.288935 -5.148650 0.003 -0.010 0.012
H 4.681067 3.970793 -2.987395 -0.009 -0.043 -0.028
H 5.650835 2.490755 -2.959500 -0.031 0.009 0.009
H 4.093246 2.755616 -0.667007 0.035 0.015 0.021
H 2.209568 1.520000 0.345148 0.056 0.037 -0.040
H 2.715565 1.488717 -4.517966 0.027 0.021 -0.002
H 1.567818 -0.151218 -5.394564 0.020 -0.015 -0.025
H -1.111574 -0.209723 -7.633395 -0.003 -0.011 0.025
H -0.907212 -1.897042 -7.134093 0.036 0.039 -0.030
H 0.911302 -1.102055 -8.404946 0.027 0.003 0.013
H -2.681515 -0.667712 -5.459716 -0.023 -0.011 -0.024
H -2.715343 -0.128983 -3.048958 -0.005 -0.005 -0.035
N -3.206887 -0.968562 1.368233 0.082 0.357 0.031
N -4.135226 -0.128724 0.697742 -0.130 0.127 -0.118
C -3.855938 0.791110 -0.204889 0.221 -0.362 -0.145
N -4.845688 1.431309 -0.834598 -0.202 -0.065 0.165
N -2.532040 0.974086 -0.539010 -0.433 0.357 -0.015
N -2.162159 2.208300 -0.967527 0.667 -1.004 0.303
O -2.872561 3.136001 -1.204893 -0.146 0.322 -0.091
O -0.910824 2.226382 -1.082284 -0.264 0.904 -0.367
H -3.545333 -1.025363 2.328309 0.061 -0.039 -0.061
H -2.318309 -0.456441 1.423891 -0.125 -0.115 0.007
H -5.098224 -0.428090 0.787554 0.124 -0.003 -0.023
H -5.790305 1.346262 -0.492092 0.002 0.007 0.010
H -4.632138 2.259083 -1.369959 0.030 -0.071 0.026
C 2.516960 0.859693 4.098366 0.069 -0.021 0.095
C 2.744504 2.309630 3.707016 -0.142 -0.046 -0.091
C 4.108732 2.508321 3.074501 0.062 0.002 0.043
C 2.535799 3.246846 4.881519 0.086 0.035 0.098
O 1.789359 2.664369 2.661030 0.042 0.075 -0.102
Si 0.192392 2.525268 2.548440 -0.356 0.329 -0.116
S -0.121881 0.633657 1.509333 0.077 -0.497 -0.228
O -0.472392 3.675112 1.630782 -0.062 -0.182 0.049
C -0.066213 4.977463 1.130667 0.020 -0.027 0.013
C 0.626930 5.765839 2.227759 -0.012 0.149 -0.003
C 0.868401 4.751146 -0.042851 0.002 0.050 -0.176
C -1.352649 5.650622 0.680717 0.022 0.020 0.006
O -0.553415 2.304121 3.961780 0.104 0.138 -0.059
C -1.837007 2.736377 4.488985 0.067 -0.142 -0.053
C -1.973719 2.022783 5.821070 -0.062 -0.028 0.035
C -1.831301 4.242845 4.667987 -0.005 0.038 0.051
C -2.933817 2.305601 3.522955 -0.067 -0.037 -0.007
H 3.219643 0.570422 4.879197 0.047 -0.017 0.003
H 2.661116 0.197656 3.244273 -0.002 -0.023 -0.050
H 1.510411 0.713666 4.490947 -0.049 0.022 0.008
H 4.895651 2.296536 3.796960 0.022 -0.021 0.023
H 4.228073 3.536245 2.733548 -0.023 0.048 -0.002
H 4.239662 1.837155 2.224742 -0.013 -0.046 -0.035
H 3.281141 3.042468 5.649365 0.024 0.002 0.038
H 1.549719 3.112819 5.323253 -0.048 -0.034 -0.022
H 2.646792 4.286228 4.573410 0.007 0.025 -0.036
H 1.551817 5.282844 2.539420 0.021 -0.055 -0.016
H -0.018152 5.886856 3.095731 -0.032 -0.005 0.037
H 0.873299 6.761537 1.858242 0.018 0.018 -0.005
H 1.772901 4.242216 0.287741 0.054 -0.065 0.044
H 1.160256 5.703868 -0.484785 0.005 0.048 0.011
H 0.370492 4.155797 -0.809680 0.102 0.058 0.045
H -2.024603 5.804082 1.524531 -0.016 -0.008 0.050
H -1.859538 5.034050 -0.061623 0.027 0.051 0.010
H -1.143256 6.622480 0.235246 0.037 0.023 -0.003
H -1.179339 2.323553 6.502012 0.042 0.038 -0.001
H -1.911427 0.944270 5.680419 0.001 -0.040 -0.012
H -2.929953 2.258011 6.287287 -0.030 0.023 0.000
H -0.976304 4.550448 5.269297 0.031 0.002 0.021
H -2.738234 4.566216 5.178223 -0.028 -0.025 0.031
H -1.789474 4.748199 3.706582 0.009 0.020 -0.082
H -2.943279 1.218247 3.434979 0.025 -0.071 -0.011
H -2.780271 2.746015 2.535625 0.048 0.053 -0.020
H -3.909261 2.626481 3.887846 -0.020 0.018 0.047
```
Positions in Å, forces in eV/Å.

These are the Löwdin partial charges, in e, on atoms 1 to 6: 0.817, -0.037, -0.555, -0.058, -0.036, -0.142



Here are the calculated Kohn-Sham gap numbers, same order: 7.761; 6.807 (eV).